Computed, not measured: a single CH3NO5 molecule, with ωB97M-V/def2-TZVPD.

## Properties
* calculated total energy: -12808.6740 eV
* lowest unoccupied orbital energy: 0.50 eV
* structure (SMILES): O=C(O)ON(O)O
* orbital gap: 10.9 eV

Structure (XYZ):
```
10
Properties=species:S:1:pos:R:3:forces:R:3
C 0.570870 -1.232674 -0.659167 1.2 -1.4 -1.2
O -1.122536 1.287614 -0.274019 -1.2 -1.1 -1.2
O 0.390716 1.600327 1.212627 -0.3 1.8 -1.0
H -0.946932 -2.443790 -0.728319 0.2 -1.8 -1.2
O -0.620203 -1.664630 -0.344866 -1.4 2.2 1.8
H 0.805795 1.499954 2.081949 -0.6 -1.7 -0.2
O 0.850154 -0.005209 -0.256505 -1.2 1.3 0.3
O 1.389668 -1.867874 -1.261529 0.3 -0.1 -0.2
N -0.323897 0.586877 0.527802 2.0 0.4 2.4
H -0.993635 2.239405 -0.297973 1.1 0.4 0.4
```
Positions in Å, forces in eV/Å.

Löwdin atomic charge list, values in e, 2 entries: number 1, C, carries -0.67; number 2, O, carries 0.05



Computed, not measured: a 3-piece molecular cluster, C33H54F3N2O2S overall, with ωB97M-V/def2-TZVPD.

## Properties
* calculated total energy: -61153.1310 eV
* lowest unoccupied orbital energy: -1.95 eV
* total charge: +1
* orbital gap: 8.6 eV

Structure (XYZ):
```
95
Properties=species:S:1:pos:R:3:forces:R:3
H -2.192397 4.256869 1.117425 -0.2 0.3 0.1
H 0.071246 -3.321444 -0.023650 0.1 -0.2 -0.3
H 3.356279 0.762926 2.062876 0.1 -0.1 0.2
C 0.052123 -2.282200 0.282675 -0.5 -0.6 0.4
N 1.014963 2.140106 -0.685645 -0.3 -0.1 0.5
H -3.233839 0.236009 0.179257 0.1 -0.2 -0.2
H -1.678345 2.069255 0.523967 0.0 -0.4 -0.3
H 3.326636 -3.032980 -1.586526 -0.1 -0.3 0.1
C 6.338305 0.009205 1.989310 -0.3 -0.4 0.0
H -2.753481 -7.889181 -2.500060 0.0 0.0 0.0
H 2.938524 -2.297760 -0.026286 -0.1 -0.1 0.1
C -1.375716 -3.466865 1.952478 0.1 0.3 -0.2
C 0.936728 -1.916874 -1.982614 0.5 0.9 -0.5
C -1.538172 -4.355493 -3.464473 0.1 0.3 0.1
H 0.985736 -2.111345 0.797538 0.0 0.5 0.0
C -2.408580 -6.900392 -2.768489 0.1 0.1 -0.1
C -4.252081 7.572321 5.112872 0.0 -0.2 -0.1
H 0.863543 3.712441 0.687051 0.2 0.0 0.2
H -1.407900 -1.033439 -3.393243 -0.1 -0.2 -0.1
H 4.992073 -0.919356 -1.758851 0.2 -0.3 -0.3
H -0.661792 4.431990 2.030397 -0.1 0.4 0.0
H -5.827203 6.122000 2.515887 0.0 0.0 0.0
C -0.238898 -0.030865 -0.845992 0.1 1.6 -0.6
H -1.426759 -4.266979 1.223067 0.0 -0.3 0.0
C 2.857698 -1.216495 -3.298152 -0.9 0.3 0.1
H -2.803696 6.660568 6.389797 0.0 0.0 0.0
C -1.870066 -0.175280 -2.902476 0.0 0.1 0.5
H 3.042348 -2.224737 -3.656855 0.2 -0.1 -0.1
C 6.180186 -0.665271 0.630796 0.6 0.6 0.3
C -1.769755 -6.690941 -3.983272 0.0 0.0 0.0
C -0.853442 2.550368 1.040441 -0.7 0.6 0.5
H -2.930046 4.477995 5.204995 0.0 0.0 0.0
H -1.613177 -7.518335 -4.661512 0.0 0.0 0.0
S -3.840570 0.548780 -0.979690 -0.3 0.2 0.0
C -2.169805 -4.590148 -2.262293 0.0 -0.4 -0.2
C 1.585525 0.372422 0.968026 0.2 -0.3 -0.4
H -3.099187 -5.985536 -0.940106 0.0 0.0 0.0
H -0.022187 0.900064 -2.812333 0.2 0.0 -0.1
H -0.980592 -1.859244 -1.357402 -0.1 0.2 -0.1
H -3.889228 -0.853376 -2.855530 -0.3 0.0 -0.1
C -2.608874 -5.842423 -1.894517 -0.1 0.0 0.3
H -5.713003 8.288674 3.730116 0.0 0.0 0.0
C 0.211412 3.069001 0.096984 0.1 0.3 -0.1
C -5.106584 7.446457 4.035525 -0.1 0.2 -0.1
H -1.278748 1.534664 -1.794159 0.0 0.3 0.1
H -2.305676 -3.451663 2.502438 -0.1 0.1 0.2
H 2.159020 -0.546205 0.881541 0.0 -0.2 -0.1
H 1.103485 -2.988893 -1.987980 -0.3 -0.2 0.4
H 2.107572 -0.765643 -3.946419 0.0 0.0 -0.2
F -1.035891 -1.116249 2.065347 -0.2 0.3 0.1
H 2.194595 0.857874 -2.342895 -0.2 0.2 -0.1
C -3.463279 6.523621 5.543220 0.1 0.0 0.2
O 1.955253 2.167662 2.551677 0.0 0.5 -0.2
H 1.247487 2.450293 -1.611733 -0.2 0.0 0.0
C -4.385892 5.165673 3.785660 0.0 -0.1 0.0
H 3.165552 0.557968 -0.954064 0.3 -0.1 0.1
C -0.806707 0.619030 -2.120094 -0.6 -0.8 -0.2
C -1.333281 -5.420526 -4.330120 0.0 -0.1 0.1
C -1.476637 3.765187 1.764941 0.8 -0.6 -0.2
H 3.070253 1.932696 0.803615 0.0 0.1 -0.1
H -2.027406 -2.010286 0.543644 -0.3 0.3 0.1
H 5.420415 0.504615 2.281963 -0.1 0.1 0.0
H -2.961244 -1.613178 -1.630523 -0.1 0.2 0.1
C 2.581425 1.342032 1.574028 -0.1 0.1 0.3
H -0.285416 3.764771 -0.581705 -0.1 0.0 -0.2
H 0.527887 -1.669269 -2.954171 -0.2 0.1 -0.1
F -4.186138 8.748116 5.761261 0.0 0.0 0.0
N -0.094638 -1.500950 -0.989092 0.4 -1.2 0.4
C 1.091831 0.722828 -0.468651 0.9 -0.4 -0.1
C 4.698825 -1.568184 -0.936723 -0.3 0.2 1.2
F -2.373536 -3.545340 -1.395369 0.2 -0.2 0.0
H 7.134148 0.741907 1.983618 0.2 0.1 0.0
H 6.675500 -1.637545 0.679007 -0.1 -0.2 -0.2
H 3.727044 -0.580347 -3.383513 0.4 -0.2 0.0
H -2.218561 0.463063 -3.706686 0.0 0.2 -0.2
H -1.215296 -3.355351 -3.722974 0.0 0.0 0.0
H -0.481638 1.902574 1.822026 0.3 -0.3 -0.1
H -0.835096 -5.256615 -5.275817 0.0 0.0 0.0
H -4.438588 4.218782 3.263963 0.0 0.0 0.0
O 4.821507 -0.807463 0.269342 -0.2 -0.2 0.0
C -5.167745 6.233089 3.366285 0.1 0.0 0.1
C 3.272418 -2.094289 -1.039210 0.0 0.5 -0.4
C -3.536936 5.310854 4.874557 -0.1 0.1 -0.1
H 0.786614 0.154857 1.667431 -0.1 0.3 0.1
H -0.541622 -3.623610 2.626567 0.1 -0.2 0.2
C -3.113363 -0.658717 -2.125613 0.4 0.1 0.0
C -1.167252 -2.174823 1.195670 0.2 -0.4 -0.5
H 6.572262 -0.733983 2.743796 0.0 0.0 0.2
H 6.716604 -0.061770 -0.105748 -0.1 -0.1 -0.3
C 2.235610 0.271036 -1.427643 -0.8 -0.1 0.0
C 2.287959 -1.207902 -1.857475 1.1 -0.3 -0.2
H 2.237188 3.081797 2.415499 -0.1 -0.3 0.1
H -1.911178 3.460504 2.707977 -0.4 0.0 0.0
H 5.360785 -2.425977 -0.823345 0.2 -0.1 -0.4
H -0.997424 0.138793 -0.094863 0.0 -0.2 0.5
```
Positions in Å, forces in eV/Å.

Löwdin atomic charge list, values in e, 2 entries: number 1, H, carries 0.08; number 2, H, carries 0.13



Computed, not measured: a single C8H10Cl2Si molecule, with ωB97M-V/def2-TZVPD.

## Properties
* calculated total energy: -41379.6086 eV
* lowest unoccupied orbital energy: 0.71 eV
* structure (SMILES): C[Si@H](c1ccccc1)C(Cl)Cl
* orbital gap: 10.0 eV

Structure (XYZ):
```
21
Properties=species:S:1:pos:R:3:forces:R:3
H -1.127360 -1.234643 1.068716 -1.5 -0.6 0.1
H -0.955863 -1.441966 -2.655623 0.8 -0.5 0.2
C -0.137050 -0.928073 1.206944 0.2 1.6 -0.8
H 0.096189 -0.182472 -3.521020 0.1 -0.3 -0.3
H -2.929252 0.445214 -0.079316 0.5 0.1 -1.1
C 0.624149 -1.421774 2.227374 1.4 -0.9 0.9
H 0.337421 -2.157038 3.002874 -0.7 0.4 -0.9
H 3.536445 0.139268 1.499070 -0.2 0.3 0.0
C 1.665861 0.368707 0.398581 1.6 0.8 1.1
H 2.385997 -1.494452 3.305921 0.9 0.5 -0.9
Si -0.624989 0.711037 -1.252737 2.0 1.5 0.1
H 2.180301 1.038967 -0.299294 -0.4 -0.1 0.1
C 2.476050 -0.095841 1.467743 0.0 -1.9 0.3
C -0.725394 -0.408635 -2.862009 -1.1 1.3 1.9
C 0.321983 0.093127 0.313245 -0.1 -1.9 -0.8
C 1.985807 -1.082672 2.368079 -1.4 1.8 -0.5
C -2.297865 1.225227 -0.568555 -0.6 -1.7 1.3
Cl -1.975675 2.176733 0.864150 0.3 1.1 0.8
H -1.691003 -0.113755 -3.267250 0.1 0.6 -0.6
H 0.098716 2.308994 -1.481876 -1.1 -2.7 0.0
Cl -3.244469 2.054049 -1.735018 -0.8 0.7 -1.0
```
Positions in Å, forces in eV/Å.

Löwdin atomic charge list, values in e, 2 entries: number 1, H, carries 0.08; number 2, H, carries 0.02



Number 1: HOMO energy -10.44 eV. Number 2: HOMO energy -10.57 eV. Number 3: HOMO energy -9.33 eV.